[1]
Here is a structure of composition C12H16Cl6IrO3 from OMol25. Energies are from wB97M-V/def2-TZVPD.

CARTESIAN COORDINATES (ANGSTROEM)
C (-2.87, 2.65, 3.41)
H (0.27, -3.94, -0.55)
H (2.43, -3.10, 0.25)
Ir (0.21, 0.45, 1.04)
Cl (-3.03, 1.30, 4.56)
H (-2.30, -0.21, 0.01)
C (-0.17, 1.80, -1.65)
Cl (-0.01, -1.65, 2.20)
C (-0.55, -0.80, -1.53)
Cl (-2.25, 4.09, 4.24)
C (2.74, 0.85, -0.90)
C (0.01, -3.32, -1.41)
H (2.53, 1.90, -0.65)
C (-1.80, 2.28, 2.23)
H (0.58, -3.70, -2.27)
C (0.33, -1.90, -1.17)
H (-2.12, -1.75, -2.57)
C (1.54, -1.40, -0.71)
O (-1.97, 2.85, 1.16)
O (-1.85, -0.03, 0.86)
H (3.49, 0.48, -0.21)
H (-1.80, -0.87, 1.38)
Cl (2.36, -0.10, 2.36)
C (2.73, -2.21, -0.33)
H (-2.22, 0.13, -2.43)
Cl (-4.46, 3.00, 2.72)
H (0.23, 1.92, -2.66)
H (3.28, -2.55, -1.22)
C (1.51, 0.04, -0.73)
H (-1.26, 1.93, -1.68)
C (-1.72, -0.81, -2.22)
H (3.11, 0.79, -1.94)
C (0.16, 0.46, -1.09)
Cl (1.21, 2.54, 1.24)
O (-0.91, 1.39, 2.58)
H (-1.06, -3.43, -1.62)
H (0.25, 2.56, -1.00)
H (3.40, -1.61, 0.29)

Its charge is -2. The spin multiplicity is 6. The energy above the lowest of the compared OMol25 structures with the same formula, charge and spin is 0.00 kJ/mol. The expectation value of S² is 8.7752.

[2]
Here is the molecule C12H16ClN3O3S from OMol25. Energies are from wB97M-V/def2-TZVPD.

CARTESIAN COORDINATES (ANGSTROEM)
S (0.52, 2.66, 0.02)
H (4.30, -0.83, -2.32)
O (3.49, 0.31, 0.75)
H (-4.33, -1.97, -0.56)
C (2.47, -1.77, 1.20)
H (3.68, 1.43, -0.99)
C (-4.36, 1.79, 0.25)
O (2.65, -0.90, -1.04)
H (-4.37, 2.85, 0.46)
C (-5.53, -0.28, -0.03)
N (-1.98, 1.93, 0.00)
C (3.32, -0.97, 0.20)
H (3.57, -2.45, -2.06)
C (-5.54, 1.08, 0.24)
C (3.36, -1.38, -2.16)
C (4.21, 1.22, -0.06)
Cl (-7.00, -1.17, -0.03)
H (4.30, -1.45, 0.06)
H (2.84, -1.58, 2.20)
N (-0.48, 0.44, 0.97)
H (2.70, -1.22, -3.01)
H (4.28, 2.14, 0.52)
C (-3.14, 1.15, -0.01)
C (-4.33, -0.92, -0.32)
C (1.01, -1.38, 1.11)
N (0.80, -0.05, 1.16)
C (-0.70, 1.59, 0.32)
H (5.22, 0.84, -0.28)
H (2.55, -2.84, 0.98)
O (0.09, -2.18, 1.06)
H (-2.24, -0.72, -0.60)
H (1.55, 0.62, 1.01)
H (-1.18, -0.29, 1.07)
H (-6.48, 1.58, 0.44)
C (-3.15, -0.21, -0.32)
H (-2.10, 2.91, -0.21)

The total energy is -46673.639 eV. As for the SMILES: COC(CC(=O)NNC(=S)Nc1ccc(Cl)cc1)OC. The spin multiplicity is 1.

[3]
Here is the molecule C12H16ClN3O5S from OMol25. Energies are from wB97M-V/def2-TZVPD.

CARTESIAN COORDINATES (ANGSTROEM)
C (-4.42, 1.74, 0.12)
N (2.81, 0.49, -0.42)
H (-4.86, 2.70, -0.08)
H (0.49, -0.09, -1.97)
H (1.85, 1.93, -1.52)
O (-0.36, 1.59, 1.59)
H (4.97, 0.36, 1.12)
H (5.06, -1.52, -1.92)
C (1.62, 1.26, -0.69)
N (-5.35, -1.91, 0.07)
C (4.70, -0.80, -1.19)
N (-0.19, -0.39, -0.05)
C (4.36, -0.56, 1.10)
H (2.54, 0.50, 1.64)
C (-3.31, -0.75, 0.67)
C (-5.19, 0.59, -0.04)
H (5.33, 0.11, -1.22)
C (-2.56, 0.40, 0.82)
H (3.20, 0.13, -2.43)
C (-4.63, -0.66, 0.23)
C (0.33, 0.50, -1.07)
H (2.29, -1.10, 0.90)
H (1.41, 1.87, 0.19)
O (4.82, -1.41, 0.07)
O (-4.97, -2.84, 0.73)
H (4.47, -1.11, 2.03)
C (-3.11, 1.64, 0.54)
H (0.39, -1.18, 0.17)
H (2.64, -1.31, -1.54)
O (-0.73, -0.73, 2.35)
Cl (-6.83, 0.77, -0.53)
H (-2.88, -1.71, 0.91)
H (-2.49, 2.52, 0.68)
H (-0.45, 1.23, -1.27)
C (2.89, -0.18, 0.86)
S (-0.84, 0.26, 1.33)
O (-6.27, -1.94, -0.71)
C (3.25, -0.40, -1.48)

As for the SMILES: O=[N+]([O-])c1cc(S(=O)(=O)NCCN2CCOCC2)ccc1Cl. The spin multiplicity is 1. The energy above the lowest of the compared OMol25 structures with the same formula, charge and spin is 15.43 kJ/mol.

[4]
Here is the ion C12H16F9N2O3S with charge -1 from OMol25. Energies are from wB97M-V/def2-TZVPD.

CARTESIAN COORDINATES (ANGSTROEM)
H (3.24, 1.41, 2.85)
H (3.76, 1.29, -0.22)
C (3.15, 1.87, 1.85)
C (-1.09, 2.15, 1.58)
C (-0.95, 1.44, -0.95)
H (-0.05, 2.39, 1.30)
H (3.89, 2.70, 1.85)
H (2.16, 2.33, 1.69)
F (-0.50, -2.94, -2.44)
O (1.94, -0.80, -3.27)
O (2.13, -0.62, -0.75)
S (1.47, 2.18, -1.55)
F (-1.96, -1.37, -2.23)
C (0.93, -0.33, -2.77)
N (0.45, 1.01, -0.72)
H (-0.28, 1.03, 3.15)
H (1.57, -0.08, 1.27)
C (2.42, -0.29, 0.59)
H (-1.84, 1.57, 3.42)
H (-0.92, 2.49, -1.28)
H (2.90, -1.20, 1.03)
O (0.02, 0.15, -3.48)
F (-1.45, -4.27, -0.29)
N (-1.18, 1.23, 2.74)
C (-0.09, -1.53, -0.62)
C (-1.17, -2.18, -1.53)
H (0.79, 2.42, -2.72)
H (4.46, 0.35, 1.08)
H (-1.51, 0.91, -1.73)
F (-2.87, -3.75, -1.82)
F (-4.23, -3.43, 0.19)
F (-3.47, -1.42, 0.09)
F (-0.57, -1.20, 0.62)
C (-3.11, -2.68, 0.25)
F (-2.65, -2.82, 1.49)
C (0.79, -0.36, -1.17)
C (-1.83, 1.51, 0.36)
H (-2.67, 2.19, 0.10)
H (-2.24, 0.53, 0.65)
F (0.75, -2.58, -0.37)
C (3.51, 0.83, 0.76)
H (-1.59, 3.10, 1.85)
C (-2.11, -3.23, -0.82)

The total energy is -57118.829 eV. As for the SMILES: CCCO[C@](C(=O)[O-])(N(S)CCCN)C(F)(F)C(F)(F)C(F)(F)C(F)(F)F. Its charge is -1. The spin multiplicity is 1.

These records have maximum force values of 4.28, 0.76, 1.11, 2.47 eV Å⁻¹, in the order they appear.